{"formula": "C5H8O", "method": "ωB97M-V/def2-TZVPD", "molar_mass_g_mol": 84.1, "homo_ev": -9.4, "lumo_ev": 1.09, "de_lowest_ev": 4.053, "orbital_gap_ev": 10.5, "elements": ["C", "C", "C", "C", "C", "O", "H", "H", "H", "H", "H", "H", "H", "H"], "positions_angstrom": [[0.13206, -0.48130, -1.45004], [-0.34067, -1.22436, -0.20875], [0.24865, -0.99607, 1.15304], [-0.94776, -0.53718, 0.98035], [-0.59782, 2.48919, 0.48310], [-1.65075, 2.66439, 0.09970], [0.56902, 0.49226, -1.19994], [0.89703, -1.06193, -1.98221], [-0.69590, -0.31204, -2.15076], [-0.69530, -2.23510, -0.43981], [2.09263, 0.87558, 0.76201], [1.10256, -1.14340, 1.79515], [-1.81569, -0.03836, 1.38042], [1.70194, 1.50833, 0.77772]]}

***

{"formula": "C5H8O", "method": "ωB97M-V/def2-TZVPD", "molar_mass_g_mol": 84.1, "homo_ev": -7.7, "lumo_ev": 0.65, "de_lowest_ev": 7.198, "orbital_gap_ev": 8.4, "elements": ["O", "C", "C", "C", "C", "C", "H", "H", "H", "H", "H", "H", "H", "H"], "positions_angstrom": [[1.16589, -1.50699, 0.04722], [0.80166, -0.35030, 0.70648], [-0.29126, 1.35118, 1.03299], [-0.01158, 0.55552, -0.75059], [-1.24581, -0.23254, -0.21988], [-0.59157, -0.15844, 1.16884], [2.09644, -1.42335, -0.20618], [1.61302, 0.01166, 1.33706], [0.59654, 1.63465, 1.63376], [0.62612, -0.00330, -1.44418], [-0.17315, 1.54449, -1.17070], [-2.17332, 0.34135, -0.27347], [-1.37148, -1.22802, -0.65564], [-0.98317, -0.60180, 2.08940]]}

***

{"formula": "C5H8O", "method": "ωB97M-V/def2-TZVPD", "molar_mass_g_mol": 84.1, "homo_ev": -9.3, "lumo_ev": 0.96, "de_lowest_ev": 3.169, "orbital_gap_ev": 10.3, "smiles": "C=C(C)[C@@H]1CO1", "elements": ["C", "C", "C", "C", "C", "O", "H", "H", "H", "H", "H", "H", "H", "H"], "positions_angstrom": [[0.51502, -0.37561, 1.66978], [0.66099, -0.39263, 0.31673], [1.79597, -0.89753, -0.43022], [-0.54197, -0.10575, -0.55304], [-0.95139, 1.26573, -0.96045], [-1.63300, 0.53482, 0.11354], [-0.47596, -0.14821, 2.14608], [1.37022, -0.57498, 2.32920], [1.41288, -1.58144, -1.45877], [2.50564, -1.56450, 0.25036], [2.36006, 0.02503, -0.88946], [-1.04832, -0.97864, -1.18964], [-1.56569, 1.44957, -1.85230], [-0.36646, 2.12941, -0.50057]]}

***

{"formula": "C5H8O", "method": "ωB97M-V/def2-TZVPD", "molar_mass_g_mol": 84.1, "homo_ev": -9.7, "lumo_ev": 1.05, "de_lowest_ev": 1.133, "orbital_gap_ev": 10.8, "smiles": "C[C@H]1C[C@H]1C=O", "elements": ["C", "C", "C", "C", "C", "O", "H", "H", "H", "H", "H", "H", "H", "H"], "positions_angstrom": [[-1.28532, -0.94253, -0.40431], [-0.57122, 0.38483, -0.54501], [-0.18311, 1.21962, 0.62056], [0.90102, 0.54616, -0.19882], [1.65200, -0.56763, 0.42579], [2.79659, -0.85051, 0.15649], [-1.00707, -1.48307, 0.50748], [-2.37003, -0.79001, -0.37415], [-1.05780, -1.59089, -1.25775], [-0.85931, 0.93525, -1.43907], [-0.36874, 0.81982, 1.61570], [-0.25092, 2.30063, 0.55155], [1.50612, 1.16060, -0.85957], [1.09778, -1.14228, 1.20112]]}

***

{"formula": "C5H8O", "method": "ωB97M-V/def2-TZVPD", "molar_mass_g_mol": 84.1, "homo_ev": -6.9, "lumo_ev": 0.89, "de_lowest_ev": 7.608, "orbital_gap_ev": 7.8, "elements": ["C", "C", "O", "C", "C", "C", "H", "H", "H", "H", "H", "H", "H", "H"], "positions_angstrom": [[-1.57491, -0.50264, 0.70860], [-0.68487, 0.34739, -0.99181], [-0.52956, 0.90654, 0.49091], [0.88340, 0.74044, 0.38408], [1.35041, -0.63555, 0.02675], [0.83060, 0.27333, -1.05056], [-2.55153, -0.14720, 0.40165], [-1.44493, -0.45294, 1.79634], [-1.37572, -1.49761, 0.32857], [-1.05058, 1.21683, -1.55312], [1.48854, 1.44497, 0.94954], [2.43050, -0.75001, 0.08153], [0.78424, -1.51382, 0.32335], [1.44443, 0.57029, -1.89583]]}

***

{"formula": "C5H8O", "method": "ωB97M-V/def2-TZVPD", "molar_mass_g_mol": 84.1, "homo_ev": -8.4, "lumo_ev": 0.66, "de_lowest_ev": 3.775, "orbital_gap_ev": 9.0, "elements": ["C", "C", "C", "C", "O", "C", "H", "H", "H", "H", "H", "H", "H", "H"], "positions_angstrom": [[1.59625, 0.45175, -0.08470], [0.16023, 0.06142, 0.44916], [-0.42291, -1.31257, 0.29948], [-2.10363, -0.37491, -0.02916], [-3.21988, -0.52817, 0.33014], [-0.61101, 0.90258, -0.47634], [1.80226, -0.03595, -1.04664], [1.80689, 1.53433, -0.22467], [2.28033, 0.09537, 0.66754], [0.04510, 0.37937, 1.49920], [-0.17037, -2.03614, 1.10560], [-0.25459, -1.77690, -0.67746], [-0.49570, 1.98589, -0.28768], [-0.41298, 0.65393, -1.52446]]}

***

{"formula": "C5H8O", "method": "ωB97M-V/def2-TZVPD", "molar_mass_g_mol": 84.1, "homo_ev": -9.5, "lumo_ev": 0.98, "de_lowest_ev": 2.580, "orbital_gap_ev": 10.5, "smiles": "C[C@H]1CCC1=O", "elements": ["C", "C", "C", "C", "C", "O", "H", "H", "H", "H", "H", "H", "H", "H"], "positions_angstrom": [[1.66587, -0.57674, 0.24614], [0.55706, 0.39016, -0.13205], [-0.59076, -0.08392, -1.09193], [-1.66905, 0.30642, -0.00055], [-0.53838, 0.61576, 0.90011], [-0.63989, 0.45533, 2.10381], [2.22556, -0.20078, 1.10782], [1.25459, -1.55562, 0.51798], [2.36695, -0.72022, -0.58272], [0.95795, 1.35661, -0.45755], [-0.61878, 0.49214, -2.03478], [-0.53506, -1.14234, -1.35300], [-2.54290, 0.90652, -0.24800], [-1.89318, -0.24331, 1.02475]]}

***

{"formula": "C5H8O", "method": "ωB97M-V/def2-TZVPD", "molar_mass_g_mol": 84.1, "homo_ev": -8.6, "lumo_ev": 0.90, "de_lowest_ev": 1.826, "orbital_gap_ev": 9.5, "smiles": "CC=C=C(C)O", "elements": ["C", "C", "C", "C", "C", "O", "H", "H", "H", "H", "H", "H", "H", "H"], "positions_angstrom": [[1.15330, -1.75555, -1.32110], [0.28487, -0.52661, -1.38286], [-0.18701, 0.08894, -0.32954], [-0.73174, 0.64419, 0.72477], [-0.14251, 1.71399, 1.58472], [-1.98362, 0.28218, 1.18024], [1.56709, -1.88108, -0.31761], [0.57197, -2.65324, -1.56340], [1.97607, -1.68546, -2.04094], [0.03604, -0.15426, -2.37845], [0.78765, 2.10725, 1.16920], [0.04149, 1.31877, 2.59012], [-0.88223, 2.51530, 1.67508], [-2.49136, -0.01441, 0.40979]]}

***

{"formula": "C5H8O", "method": "ωB97M-V/def2-TZVPD", "molar_mass_g_mol": 84.1, "homo_ev": -8.5, "lumo_ev": 0.49, "de_lowest_ev": 4.765, "orbital_gap_ev": 9.0, "elements": ["C", "C", "C", "C", "O", "C", "H", "H", "H", "H", "H", "H", "H", "H"], "positions_angstrom": [[-1.52126, -0.06569, -0.64860], [-0.05438, -0.42997, -0.50019], [1.04676, 0.65119, -0.64164], [1.73679, 0.21207, 0.65729], [0.07492, 0.40825, 1.73324], [0.52314, -0.67463, 0.89488], [-1.78555, 0.75608, 0.02377], [-2.16780, -0.91983, -0.41578], [-1.73763, 0.24932, -1.67580], [0.19145, -1.28961, -1.13511], [0.72210, 1.69716, -0.62747], [1.72905, 0.52804, -1.49212], [0.74926, 0.52263, 2.42696], [0.49315, -1.64500, 1.40058]]}

***

{"formula": "C5H8O", "method": "ωB97M-V/def2-TZVPD", "molar_mass_g_mol": 84.1, "homo_ev": [-14.2, -16.1], "s_squared": 0.775, "lumo_ev": [-4.65, -7.35], "de_lowest_ev": 0.000, "orbital_gap_ev": [9.6, 8.8], "total_charge": 1, "spin_multiplicity": 2, "elements": ["C", "C", "C", "C", "O", "C", "H", "H", "H", "H", "H", "H", "H", "H"], "positions_angstrom": [[-1.29215, -0.75361, -2.24788], [-0.64755, -0.93249, -1.06214], [-0.40133, 0.18015, -0.21997], [0.64028, 0.23236, 0.73126], [1.60479, -0.63283, 0.71997], [0.69670, 1.18557, 1.83125], [-1.28946, -1.57375, -2.95462], [-1.63389, 0.23938, -2.48175], [-0.26660, -1.89908, -0.74416], [-1.15087, 0.95434, -0.17300], [1.51718, -1.33570, 0.06011], [0.96487, 0.68104, 2.74779], [-0.23093, 1.71292, 2.03586], [1.48896, 1.94172, 1.75728]]}

***

{"formula": "C5H8O2", "method": "ωB97M-V/def2-TZVPD", "molar_mass_g_mol": 100.1, "homo_ev": -8.4, "lumo_ev": 0.82, "de_lowest_ev": 5.107, "orbital_gap_ev": 9.2, "elements": ["C", "C", "C", "C", "C", "O", "O", "H", "H", "H", "H", "H", "H", "H", "H"], "positions_angstrom": [[-1.37625, 0.52849, 0.87131], [-0.06424, 0.98956, 0.37363], [-1.73570, -0.36236, -1.22179], [1.18377, -1.18692, -0.04960], [0.98991, 0.26656, -0.05300], [-2.27650, 0.36891, -0.31105], [2.04902, 0.95194, -0.57168], [-1.96293, 1.20341, 1.62738], [-1.44781, -0.41932, 1.28223], [-0.02439, 2.07027, 0.39248], [-2.34000, -0.03275, -2.03384], [1.32503, -1.78799, -0.93539], [0.47425, -1.83552, 0.45212], [2.28310, -1.40531, 0.48818], [2.92272, 0.65103, -0.31098]]}

***

{"formula": "C5H8O2", "method": "ωB97M-V/def2-TZVPD", "molar_mass_g_mol": 100.1, "homo_ev": -8.5, "lumo_ev": 0.89, "de_lowest_ev": 3.755, "orbital_gap_ev": 9.4, "elements": ["C", "C", "O", "C", "O", "C", "C", "H", "H", "H", "H", "H", "H", "H", "H"], "positions_angstrom": [[2.21161, 0.16404, -1.49585], [0.84333, 0.39903, -0.92223], [0.68237, -0.46204, 0.04665], [-0.58746, -0.47714, 0.72746], [-0.62620, -1.54442, 1.58415], [-1.81281, -0.10805, -0.00563], [-1.23681, 0.81983, 1.05365], [2.88456, -0.43022, -0.86412], [2.04732, -0.37527, -2.44014], [2.66910, 1.11860, -1.77272], [-0.02359, -1.36121, 2.31824], [-2.71538, -0.66456, 0.22470], [-1.66806, 0.20663, -1.03506], [-0.74846, 1.71841, 0.68663], [-1.75557, 0.89473, 2.00494]]}

***

{"formula": "C5H8O2", "method": "ωB97M-V/def2-TZVPD", "molar_mass_g_mol": 100.1, "homo_ev": -9.5, "lumo_ev": 0.73, "de_lowest_ev": 1.510, "orbital_gap_ev": 10.2, "smiles": "O=C1CC(CO)C1", "elements": ["O", "C", "C", "C", "C", "O", "C", "H", "H", "H", "H", "H", "H", "H", "H"], "positions_angstrom": [[-1.00634, -0.78277, -2.89422], [-0.60039, -0.44773, -1.81494], [-0.18441, 0.89299, -1.21484], [0.32728, 0.11638, 0.03951], [0.12494, 0.55670, 1.51412], [1.17280, 0.07422, 2.26373], [-0.26719, -1.21094, -0.53721], [-1.03141, 1.57540, -1.10861], [0.60341, 1.39831, -1.78377], [1.37576, 0.04321, -0.09027], [-0.87619, 0.30626, 1.91355], [0.14978, 1.65797, 1.50217], [0.91167, -0.52025, 2.96352], [-1.15862, -1.64435, -0.06951], [0.45890, -2.01539, -0.68323]]}

***

{"formula": "C5H8O2", "method": "ωB97M-V/def2-TZVPD", "molar_mass_g_mol": 100.1, "homo_ev": -9.2, "lumo_ev": 0.40, "de_lowest_ev": 2.974, "orbital_gap_ev": 9.6, "elements": ["C", "C", "C", "C", "O", "C", "O", "H", "H", "H", "H", "H", "H", "H", "H"], "positions_angstrom": [[-2.35148, -0.05804, -0.54881], [-1.00437, -0.40682, 0.08672], [0.17470, 0.33315, -0.59320], [1.51341, -0.02094, 0.11487], [1.36966, -0.13170, 1.34010], [3.04983, 0.06478, 0.71423], [3.60830, 1.10107, 0.93518], [-2.59144, 1.00421, -0.42430], [-3.16677, -0.63489, -0.09528], [-2.34808, -0.27878, -1.62183], [-0.83770, -1.48839, 0.01463], [-1.02027, -0.16719, 1.15482], [0.12267, 0.20817, -1.67907], [0.06621, 1.41092, -0.39246], [3.41532, -0.93554, 0.99440]]}

***

{"formula": "C5H8O2", "method": "ωB97M-V/def2-TZVPD", "molar_mass_g_mol": 100.1, "homo_ev": -9.8, "lumo_ev": -0.43, "de_lowest_ev": 0.768, "orbital_gap_ev": 9.4, "smiles": "CCCC(=O)C=O", "elements": ["C", "C", "C", "C", "O", "C", "O", "H", "H", "H", "H", "H", "H", "H", "H"], "positions_angstrom": [[2.16461, 0.40500, -0.70387], [0.72023, 0.81973, -0.43685], [-0.10058, -0.32712, 0.14028], [-1.56496, -0.01354, 0.26388], [-2.11020, 0.95489, -0.21661], [-2.43194, -0.99739, 1.05284], [-1.97103, -1.93014, 1.66078], [2.65010, 0.03968, 0.20843], [2.75712, 1.24416, -1.08217], [2.21097, -0.39959, -1.44719], [0.24855, 1.17161, -1.36075], [0.69145, 1.66519, 0.26149], [-0.01748, -1.22540, -0.48959], [0.26923, -0.64297, 1.12268], [-3.51608, -0.76410, 1.02663]]}

***

{"formula": "C5H8O2", "method": "ωB97M-V/def2-TZVPD", "molar_mass_g_mol": 100.1, "homo_ev": -8.6, "lumo_ev": 0.45, "de_lowest_ev": 3.248, "orbital_gap_ev": 9.0, "elements": ["C", "C", "O", "C", "C", "C", "O", "H", "H", "H", "H", "H", "H", "H", "H"], "positions_angstrom": [[0.46038, 0.36608, -1.55994], [0.59586, 0.39983, 1.23540], [0.90936, 1.58736, 1.68058], [-0.88301, 0.10841, 1.07544], [-0.83129, -1.09663, 0.09525], [0.46048, -0.90499, -0.71068], [1.34322, -1.72418, -0.80349], [-0.08174, 1.20816, -1.11459], [1.47923, 0.67267, -1.81017], [-0.07248, 0.07578, -2.47366], [1.88258, 1.58544, 1.63821], [-1.26365, -0.16778, 2.07081], [-1.53190, 0.92557, 0.72722], [-0.77367, -2.04267, 0.63868], [-1.67219, -1.16450, -0.61268]]}

***

{"formula": "C5H8O2", "method": "ωB97M-V/def2-TZVPD", "molar_mass_g_mol": 100.1, "homo_ev": -9.3, "lumo_ev": 0.86, "de_lowest_ev": 5.698, "orbital_gap_ev": 10.2, "elements": ["C", "C", "C", "O", "C", "C", "O", "H", "H", "H", "H", "H", "H", "H", "H"], "positions_angstrom": [[1.62841, -0.62924, 0.38285], [0.53376, 0.37072, 0.39924], [-0.16154, 1.38994, -0.51002], [-0.87222, 0.80291, -1.59470], [-1.47871, 0.79303, -0.27563], [-0.75333, -0.49539, 0.40278], [-0.86994, -1.53886, -0.50512], [2.58616, -0.33820, 0.81808], [1.72388, -1.17167, -0.56336], [1.01636, -1.43775, 1.22485], [0.57756, 0.90206, 1.36441], [0.11483, 2.43426, -0.60252], [-2.47166, 1.23506, -0.22609], [-0.32999, -1.26404, 1.42896], [-1.10046, -1.17730, -1.37661]]}

***

{"formula": "C5H8O2", "method": "ωB97M-V/def2-TZVPD", "molar_mass_g_mol": 100.1, "homo_ev": -9.2, "lumo_ev": 0.82, "de_lowest_ev": 1.682, "orbital_gap_ev": 10.0, "smiles": "C[C@@]1(O)CCC1=O", "elements": ["C", "C", "O", "C", "C", "C", "O", "H", "H", "H", "H", "H", "H", "H", "H"], "positions_angstrom": [[-1.75029, -0.42784, -0.35856], [-0.39395, 0.22460, -0.03457], [-0.47226, 1.62181, -0.25806], [0.69685, 0.20162, 1.17519], [1.83523, -0.10246, 0.15833], [0.72338, -0.56822, -0.74483], [0.61875, -1.58754, -1.37973], [-2.56932, -0.23249, 0.33640], [-2.04937, -0.01231, -1.33884], [-1.66057, -1.50113, -0.54502], [-1.26934, 1.81202, -0.76437], [0.75206, 1.20779, 1.59676], [0.64375, -0.53935, 1.97568], [2.34050, 0.79484, -0.20700], [2.55458, -0.89131, 0.38863]]}

***

{"formula": "C5H8O2", "method": "ωB97M-V/def2-TZVPD", "molar_mass_g_mol": 100.1, "homo_ev": -9.8, "lumo_ev": 0.93, "de_lowest_ev": 1.466, "orbital_gap_ev": 10.8, "smiles": "O=CCC1(O)CC1", "elements": ["O", "C", "C", "C", "O", "C", "C", "H", "H", "H", "H", "H", "H", "H", "H"], "positions_angstrom": [[2.30884, 1.02543, -0.53038], [2.11564, 0.29219, 0.41298], [0.80146, -0.36715, 0.73326], [-0.28762, -0.17945, -0.30003], [0.12653, -0.59558, -1.57050], [-1.68065, -0.55193, 0.08887], [-1.36651, 0.86909, -0.30067], [2.94809, 0.03073, 1.10179], [0.49594, -0.07366, 1.74626], [1.01142, -1.44592, 0.78680], [0.73511, 0.09751, -1.87174], [-1.84843, -0.73645, 1.14740], [-2.25330, -1.18274, -0.58202], [-1.67614, 1.15735, -1.30134], [-1.43037, 1.66058, 0.43933]]}

***

{"formula": "C5H8O2", "method": "ωB97M-V/def2-TZVPD", "molar_mass_g_mol": 100.1, "homo_ev": -8.8, "lumo_ev": 0.63, "de_lowest_ev": 3.147, "orbital_gap_ev": 9.5, "elements": ["O", "C", "C", "C", "C", "C", "O", "H", "H", "H", "H", "H", "H", "H", "H"], "positions_angstrom": [[-2.04750, -0.65194, 1.47667], [-0.75393, -0.56858, 0.92297], [-0.76229, -0.45389, -0.61225], [0.29739, 0.61790, -0.80846], [1.72425, 0.12676, -0.58415], [-0.27230, 0.82088, 1.41507], [0.07017, 1.49688, 0.36599], [-2.22735, 0.24231, 1.81347], [-0.15470, -1.42389, 1.27033], [-0.54030, -1.37815, -1.15804], [-1.75213, -0.09724, -0.92209], [0.17766, 1.23461, -1.70512], [1.92880, -0.81811, -1.09081], [2.45592, 0.88254, -0.87837], [1.85631, -0.03008, 0.49478]]}

***

no.,E_tot (eV)
1,-7358.2027
2,-7355.0577
3,-7359.0867
4,-7361.1220
5,-7354.6469
6,-7358.4804
7,-7359.6751
8,-7360.4290
9,-7357.4898
10,-7353.1198
11,-9404.7256
12,-9406.0769
13,-9408.3227
14,-9406.8585
15,-9409.0638
16,-9406.5838
17,-9404.1343
18,-9408.1504
19,-9408.3659
20,-9406.6854